The following is a quantum chemistry calculation of a molecular structure, C15H23N3OS in a non-equilibrium geometry, from the OMol25 dataset.

Geometry (Å):
S: -0.061 3.780 -0.214
O: -5.839 -1.435 0.064
N: -3.260 -0.617 -0.579
N: -0.918 1.153 -0.806
N: 1.147 1.417 0.096
C: -3.283 0.987 -0.366
C: 3.735 -0.095 0.723
C: -3.572 -1.184 0.766
C: 5.113 -0.997 -0.950
C: -0.821 -0.297 -0.724
C: 3.348 -2.259 0.186
C: 2.457 2.148 0.608
C: 4.894 0.159 -0.365
C: -2.164 -1.017 -1.062
C: 4.433 -2.254 -0.997
C: 3.383 1.008 1.475
C: 0.171 1.881 -0.267
C: 3.110 -1.142 0.854
C: -4.973 -0.998 1.064
C: -2.146 1.784 -1.119
H: 2.845 0.830 2.395
H: -5.492 0.138 1.528
H: 2.109 2.926 1.005
H: 5.949 -1.144 -1.795
H: 2.903 2.371 -0.197
H: 1.446 0.175 -0.159
H: -2.164 2.679 -0.858
H: -2.299 1.736 -2.101
H: -3.096 1.129 0.797
H: 2.946 -3.122 -0.076
H: -2.078 -1.971 -0.992
H: 4.140 1.719 1.829
H: -0.617 -0.606 0.274
H: -3.540 -2.086 0.734
H: 5.347 1.152 -0.462
H: -2.976 -0.883 1.831
H: 4.838 -3.082 -1.515
H: -4.189 1.476 -0.505
H: 0.031 -0.691 -0.935
H: -5.562 -1.133 -0.787
H: -5.260 -1.502 1.902
H: 2.269 -1.298 1.713
H: -2.305 -0.834 -2.013

Values from the calculation:
multiplicity = 1
energy above the lowest of the compared OMol25 structures with the same formula, charge and spin = 16.707 eV
frontier orbital gap = 7.11 eV
LUMO = -0.298 eV

=====

The following is a quantum chemistry calculation of C5H14N2O in the gas phase in a non-equilibrium geometry, from the OMol25 dataset.

Geometry (Å):
O: -2.018 2.053 -0.426
N: 1.465 -1.152 0.589
N: -0.698 -0.218 -1.062
C: -0.056 0.644 -0.081
C: 0.494 -0.206 1.074
C: -0.542 0.179 -2.448
C: 1.751 -2.225 1.514
C: -1.024 1.695 0.519
H: -0.437 2.574 0.809
H: 0.475 0.059 -2.792
H: 0.770 1.137 -0.578
H: -1.152 -0.440 -3.109
H: 0.966 0.498 1.774
H: -1.685 -0.325 -0.878
H: 2.518 -2.862 1.093
H: -0.835 1.221 -2.630
H: 2.043 -1.823 2.488
H: -2.269 2.977 -0.294
H: 0.876 -2.853 1.746
H: -1.464 1.283 1.416
H: 1.166 -1.523 -0.305
H: -0.346 -0.693 1.582

Values from the calculation:
multiplicity = 1
energy above the lowest of the compared OMol25 structures with the same formula, charge and spin = 2.114 eV
frontier orbital gap = 9.17 eV
LUMO = 0.803 eV

=====

- Number 2 is which compound?
  C5H14N2O

=====

- The highest frontier orbital gap belongs to which entry?
  C5H14N2O